17
Properties=species:S:1:pos:R:3:forces:R:3:nbo_charge:R:1 method="wB97M-V/def2-TZVPD" homo_lumo_gap_ev=9.5 de_lowest_ev=0.651 homo_ev=-8.49 smiles=CCSCNC
C 0.48046 -2.09650 1.48067 -0.01 -0.43 -0.36 -0.620
C 1.24563 -0.77481 1.45192 -0.46 -0.32 0.45 -0.527
S 0.20827 0.71284 1.36023 0.23 0.49 -0.30 0.171
C 0.36391 1.18264 -0.38962 -0.50 -0.13 -0.34 -0.360
N -0.60878 0.45459 -1.23280 0.67 0.34 -0.10 -0.640
C -1.49166 1.37043 -1.94422 -0.40 -0.57 -0.07 -0.419
H -0.41478 -2.02349 2.09763 0.07 0.06 0.09 0.213
H 0.16741 -2.48810 0.50936 0.01 0.39 -0.11 0.210
H 1.12228 -2.87564 1.90068 -0.02 0.05 0.11 0.208
H 1.72130 -0.72041 2.43252 0.32 0.30 -0.19 0.217
H 1.99097 -0.72698 0.66309 0.12 -0.03 0.05 0.221
H 0.18217 2.25040 -0.53588 -0.18 0.13 0.65 0.204
H 1.40493 1.08911 -0.71157 -0.05 -0.58 0.02 0.199
H -1.16016 -0.11665 -0.61767 -0.13 -0.25 0.12 0.360
H -2.21317 0.81225 -2.54345 0.06 -0.16 0.05 0.203
H -2.08023 1.99942 -1.26604 0.17 0.32 -0.07 0.168
H -0.91856 1.95091 -2.65483 0.12 0.38 0.01 0.193